[1]
Entry from the Open Molecules 2025 dataset: a 3-piece molecular cluster, C21H31N4O3S overall at a distorted geometry (the ωB97M-V functional and the def2-TZVPD basis).

The frontier orbital gap (alpha / beta) comes out at 7.856 / 7.686 eV. For the energy, the calculation gives -45214.6812 eV. The spin multiplicity is 2. The expectation value of S² is 0.754.

```
60
Properties=species:S:1:pos:R:3:forces:R:3
C 2.86854 -2.34510 2.19623 -0.138 0.918 0.393
C 2.33836 -1.35975 1.11627 -0.373 -2.117 0.478
C 2.80000 -1.95023 -0.25625 0.579 0.014 0.521
C 0.79865 -1.41620 1.23104 -0.089 0.874 -0.207
C 0.01292 -0.23380 0.59780 0.217 -0.683 1.578
C -1.43480 -0.22516 1.17923 0.006 -0.370 -0.493
C -2.42385 -1.13345 0.44535 -0.792 1.083 -0.264
O -1.99179 -2.49896 0.38199 0.660 0.368 -0.158
C -1.77771 -2.93624 -0.88636 0.519 -0.764 0.051
O -2.58068 -2.92167 -1.75790 -0.886 0.363 -0.082
N -0.05140 -0.40601 -0.88866 0.689 0.639 1.174
C -0.51737 0.49397 -1.52296 -1.603 0.026 -1.428
S -1.42978 1.44522 -2.40311 0.727 0.019 0.231
C 0.68933 1.07135 1.07098 0.407 -0.942 0.378
C 2.21375 1.12102 0.87843 0.197 2.464 -0.084
C 2.70322 2.36950 1.67666 0.005 -0.857 0.344
C 2.57606 1.42816 -0.59773 -0.349 0.015 0.000
N 2.93019 -0.03888 1.44434 -0.208 -0.726 -2.431
O 4.17702 -0.03508 1.11788 0.067 0.355 0.959
H 2.51883 -3.36642 2.02536 0.120 0.147 -0.080
H 3.95994 -2.28529 2.23929 -0.159 -0.236 -0.204
H 2.50392 -1.99496 3.17360 0.032 -0.271 -0.137
H 3.14830 -1.20890 -0.97572 -0.373 -0.090 -0.018
H 2.02359 -2.60853 -0.65497 0.038 0.364 -0.178
H 3.66121 -2.60041 -0.05604 -0.072 0.235 -0.146
H 0.44197 -2.34207 0.77480 0.165 0.074 0.192
H 0.51463 -1.45463 2.29083 0.094 0.094 -0.186
H -1.79186 0.81505 1.13249 -0.273 -0.310 -0.079
H -1.44387 -0.51222 2.23658 0.356 0.141 -0.138
H -3.40331 -1.04465 0.93206 0.231 -0.377 0.049
H -2.58750 -0.76090 -0.57420 0.042 -0.183 0.171
H -0.77794 -3.36556 -1.08476 -0.101 0.021 0.613
H 0.23038 1.98014 0.66117 0.097 -0.258 -0.202
H 0.50640 1.11242 2.15821 -0.056 -0.059 -0.221
H 2.66767 2.11047 2.74433 -0.148 0.292 -0.153
H 2.04802 3.21992 1.46654 0.257 -0.025 0.047
H 3.74990 2.59303 1.45269 -0.250 0.069 -0.135
H 3.64775 1.60004 -0.72303 -0.139 -0.266 0.100
H 2.07538 2.37392 -0.85302 0.067 -0.207 0.038
H 2.21480 0.67986 -1.30604 0.212 0.040 0.112
N -2.60882 3.95414 2.11335 -0.059 -0.016 -0.134
C -2.33517 3.58405 3.39676 0.301 -0.164 0.158
C -3.44293 3.82435 4.16157 -0.116 0.062 -0.119
C -4.43356 4.36756 3.29463 0.051 -0.037 -0.103
C -3.88955 4.43099 2.03594 -0.050 0.015 0.113
H -1.96128 3.88292 1.34988 -0.069 0.061 -0.027
H -1.36933 3.17950 3.65212 -0.025 0.020 0.064
H -3.53664 3.63324 5.21755 0.003 0.014 -0.016
H -5.43136 4.67215 3.56371 0.013 -0.003 -0.009
H -4.30047 4.77070 1.10047 -0.012 0.014 0.031
N -0.43119 -1.29190 -4.82202 0.070 -0.114 -0.067
C -1.20628 -2.29458 -4.30254 0.036 0.263 -0.072
C -0.95182 -3.43368 -5.02016 0.022 -0.007 0.046
C 0.01800 -3.10653 -6.00704 0.040 0.001 -0.021
C 0.32030 -1.77917 -5.85775 0.011 0.074 -0.007
H -0.41708 -0.34334 -4.49194 -0.030 -0.029 -0.005
H -1.86765 -2.11191 -3.47442 0.057 -0.031 -0.239
H -1.40943 -4.39542 -4.85545 -0.007 0.022 0.004
H 0.44410 -3.77023 -6.74156 -0.003 0.014 0.009
H 1.00130 -1.14186 -6.39651 -0.006 -0.030 -0.010
```
Positions in Å, forces in eV/Å.

***

[2]
Entry from the Open Molecules 2025 dataset: one molecule with the formula C21H31N5O3 (the ωB97M-V functional and the def2-TZVPD basis).

As for the SMILES: CCCn1c(CN2CCN(C(=O)OCC)CC2)nc2cc(NC(=O)CC)ccc21. The frontier orbital gap comes out at 8.695 eV. For the energy, the calculation gives -35874.9251 eV. The energy above the lowest of the compared OMol25 structures with the same formula, charge and spin comes out at 45.9 kJ/mol. The spin multiplicity is 1.

```
60
Properties=species:S:1:pos:R:3:forces:R:3
C -1.79008 3.52432 2.95046 0.093 0.180 -0.123
C -1.38860 4.47224 1.82758 -0.157 -0.203 -0.074
H -1.90040 5.42823 1.95075 0.058 0.064 -0.030
H -0.31386 4.65456 1.87871 0.000 0.101 -0.037
C -1.73412 3.91803 0.43960 -0.027 0.495 0.276
N -0.99766 2.71875 0.14112 -0.010 -0.303 -0.125
C -1.42928 1.41825 0.15019 0.107 0.052 -0.044
N -0.47981 0.56488 -0.11447 -0.230 -0.374 0.039
C 0.65677 1.30643 -0.30509 -0.044 0.807 0.088
C 1.94722 0.90038 -0.60828 -0.007 0.222 0.009
C 2.91680 1.88183 -0.75851 -0.311 0.100 0.050
C 2.59906 3.24036 -0.61468 0.174 0.182 -0.027
C 1.31799 3.65105 -0.31057 -0.212 -0.026 0.039
C 0.34810 2.67533 -0.14991 0.490 -0.487 -0.142
H 1.09215 4.70157 -0.20889 0.019 0.126 0.018
H 3.38044 3.96891 -0.74662 0.016 0.016 -0.002
N 4.21746 1.45603 -1.06065 -0.075 -0.462 0.007
C 5.34540 2.18566 -1.28283 0.473 -0.396 0.054
O 5.41236 3.39379 -1.23504 -0.020 0.319 -0.029
C 6.54116 1.30954 -1.62895 0.001 0.144 -0.131
C 6.42710 0.78736 -3.06109 0.072 -0.001 0.113
H 6.36394 1.61992 -3.75766 -0.016 0.037 -0.095
H 7.30102 0.19157 -3.31420 0.026 -0.055 -0.071
H 5.54105 0.16797 -3.18690 -0.043 -0.064 -0.077
H 6.60947 0.47587 -0.92671 0.030 0.014 0.033
H 7.43889 1.92077 -1.53405 -0.108 -0.009 0.105
H 4.30954 0.45184 -1.12983 0.111 0.208 -0.002
H 2.17859 -0.14776 -0.72236 0.036 -0.155 -0.020
C -2.86471 1.04871 0.40283 -0.328 -0.087 0.075
N -3.15964 -0.35952 0.50930 0.172 0.176 -0.184
C -2.99137 -1.08127 -0.74459 -0.094 -0.133 -0.196
C -3.16268 -2.57600 -0.51536 -0.298 0.041 -0.337
N -2.11872 -3.05160 0.36857 -0.116 0.021 -0.075
C -1.84966 -4.35846 0.54424 -0.042 -0.014 -0.186
O -1.02441 -4.79245 1.31635 0.215 -0.304 0.216
O -2.60602 -5.13598 -0.27478 -0.067 0.349 0.047
C -2.38383 -6.53859 -0.16811 0.154 -0.467 0.201
C -3.14014 -7.14311 1.00693 0.155 0.313 -0.243
H -2.99842 -8.22015 1.01793 -0.011 -0.140 0.023
H -4.20207 -6.92310 0.92507 -0.108 -0.034 0.001
H -2.76134 -6.72701 1.93695 0.011 -0.020 0.078
H -2.73491 -6.95187 -1.11659 0.076 0.058 0.096
H -1.31024 -6.72265 -0.05543 -0.176 0.005 -0.106
C -1.49225 -2.05895 1.21844 0.304 0.118 0.291
C -2.54437 -1.03947 1.64629 0.029 -0.280 0.170
H -2.08288 -0.30942 2.31298 -0.005 0.009 0.025
H -3.33911 -1.55442 2.20176 0.177 0.018 0.110
H -1.06780 -2.57557 2.08107 -0.066 0.093 -0.057
H -0.69247 -1.54109 0.67782 -0.139 -0.164 0.196
H -4.14980 -2.77190 -0.07741 0.008 0.022 -0.105
H -3.09909 -3.11204 -1.46539 -0.088 0.134 0.084
H -2.00850 -0.89350 -1.19744 -0.123 -0.063 -0.021
H -3.76602 -0.73289 -1.43566 0.070 -0.091 -0.039
H -3.47393 1.45034 -0.41772 0.002 0.094 0.121
H -3.20148 1.52524 1.32946 -0.003 0.106 -0.124
H -1.48953 4.66746 -0.32119 -0.129 -0.106 0.006
H -2.80256 3.70104 0.37774 0.068 0.032 -0.062
H -1.50489 3.94089 3.91309 -0.004 -0.035 0.114
H -2.86653 3.36358 2.95459 -0.116 -0.054 0.041
H -1.29175 2.56362 2.83721 0.027 -0.129 0.040
```
Positions in Å, forces in eV/Å.

***

[3]
Entry from the Open Molecules 2025 dataset: one molecule with the formula C21H31NO4 (the ωB97M-V functional and the def2-TZVPD basis).

As for the SMILES: CCOC(=O)C1(Cc2cccc(OC)c2)CCN(C2CCOCC2)CC1. The frontier orbital gap comes out at 9.125 eV. For the energy, the calculation gives -31960.4958 eV. The energy above the lowest of the compared OMol25 structures with the same formula, charge and spin comes out at 75.9 kJ/mol. The spin multiplicity is 1.

```
57
Properties=species:S:1:pos:R:3:forces:R:3
C -2.78467 -3.07460 -1.48455 0.324 0.231 0.066
C -1.34306 -2.61086 -1.61917 -0.100 -0.564 -0.155
H -0.66071 -3.39528 -1.27380 -0.056 0.153 -0.127
H -1.11286 -2.34607 -2.65404 0.014 -0.029 0.141
O -1.08856 -1.42030 -0.87229 -0.054 0.271 -0.097
C -0.76562 -1.55877 0.41430 0.167 0.057 0.081
O -0.71316 -2.62253 0.97744 -0.072 -0.148 0.055
C -0.47364 -0.22633 1.09904 0.012 0.159 0.250
C -0.15343 0.89044 0.10430 0.076 -0.218 -0.278
H -0.94371 0.97029 -0.64143 -0.013 0.084 0.037
C 1.18239 0.65387 -0.59871 -0.143 0.186 0.014
N 2.24254 0.54893 0.38404 -0.046 0.122 -0.034
C 2.01460 -0.61185 1.22199 -0.072 0.101 0.284
C 0.73351 -0.41303 2.02780 0.077 -0.291 -0.193
H 0.57017 -1.28227 2.66603 -0.055 0.037 0.041
H 0.84222 0.47353 2.65372 -0.024 0.053 0.027
H 2.85220 -0.72953 1.90992 0.005 -0.093 -0.039
H 1.92094 -1.53788 0.62744 0.098 -0.009 0.043
C 3.58023 0.68674 -0.16651 0.252 -0.136 0.166
C 4.59327 1.08471 0.91290 0.116 0.038 -0.469
H 4.25618 1.98364 1.42808 -0.036 0.043 0.044
H 4.70352 0.28319 1.64335 0.005 -0.025 0.083
C 5.95159 1.33116 0.25391 -0.099 0.126 0.334
O 6.41372 0.19440 -0.43737 0.133 -0.111 0.032
C 5.52585 -0.19904 -1.45666 -0.193 -0.255 -0.155
C 4.13782 -0.53874 -0.91137 0.115 0.396 -0.017
H 4.22407 -1.38097 -0.22350 -0.023 -0.080 0.000
H 3.48191 -0.82183 -1.73611 -0.030 -0.078 -0.042
H 5.98487 -1.07104 -1.92797 -0.068 0.108 -0.052
H 5.43844 0.60511 -2.20619 0.030 -0.067 0.021
H 6.71494 1.55195 1.00299 -0.072 0.086 -0.077
H 5.87614 2.18453 -0.43983 0.035 -0.035 0.053
H 3.52360 1.51890 -0.88210 0.025 -0.052 0.037
H 1.39420 1.50371 -1.25309 0.008 -0.059 -0.017
H 1.10895 -0.25015 -1.22726 0.028 0.071 -0.031
H -0.08535 1.83018 0.65583 -0.030 0.054 0.025
C -1.71802 0.11623 1.95725 0.079 -0.130 -0.156
C -2.99530 0.12718 1.16702 -0.211 -0.090 0.186
C -3.79106 -1.00672 1.11050 0.096 0.034 0.111
C -4.95759 -1.00260 0.36285 -0.047 0.106 -0.051
C -5.33758 0.12539 -0.33282 -0.013 0.126 -0.070
C -4.55233 1.27714 -0.27469 -0.025 -0.093 -0.008
C -3.38769 1.27184 0.48168 -0.110 0.262 -0.158
H -2.77607 2.15713 0.55707 0.057 0.118 -0.017
O -5.01297 2.34549 -0.98678 -0.130 -0.345 0.059
C -4.27134 3.53957 -0.96433 0.120 0.190 0.009
H -4.81864 4.23824 -1.59534 0.078 -0.011 0.054
H -4.19842 3.94987 0.04830 0.016 -0.023 -0.038
H -3.26491 3.39732 -1.37211 -0.028 0.000 0.033
H -6.24073 0.14708 -0.92168 -0.118 0.008 -0.066
H -5.57537 -1.88762 0.32329 -0.060 -0.076 -0.014
H -3.49791 -1.89233 1.65432 0.055 -0.102 0.071
H -1.79241 -0.63134 2.74945 0.020 0.041 0.039
H -1.55226 1.09214 2.41847 0.059 -0.014 0.034
H -2.95610 -3.91858 -2.14690 -0.032 -0.104 -0.086
H -3.46498 -2.26758 -1.74522 -0.083 0.025 -0.045
H -2.98139 -3.38202 -0.46147 -0.055 -0.050 0.061
```
Positions in Å, forces in eV/Å.